Entry 1:
{"formula": "C14H28ClNO6PS2", "method": "ωB97M-V/def2-TZVPD", "symbols": ["Cl", "S", "S", "P", "O", "O", "O", "O", "O", "O", "N", "C", "C", "C", "C", "C", "C", "C", "C", "C", "C", "C", "C", "C", "C", "H", "H", "H", "H", "H", "H", "H", "H", "H", "H", "H", "H", "H", "H", "H", "H", "H", "H", "H", "H", "H", "H", "H", "H", "H", "H", "H", "H"], "positions_angstrom": [[-1.55, 4.38, 4.75], [4.73, -0.40, -5.15], [0.50, -2.21, 0.51], [-4.32, 2.83, 5.46], [0.61, -0.85, 0.05], [1.48, -3.15, -0.27], [3.37, -0.40, -4.71], [4.84, 0.37, -6.53], [5.44, -1.64, -5.24], [-0.81, -2.79, 0.59], [-2.49, 0.75, 2.44], [-5.11, 1.24, 5.92], [1.30, -2.34, 2.08], [-1.06, 2.55, 2.88], [4.50, -0.36, -7.73], [1.24, -2.62, -2.67], [-3.37, 1.15, 3.38], [-3.14, 2.27, 4.15], [-1.36, 1.42, 2.18], [-1.94, 2.97, 3.88], [-5.55, 3.71, 4.42], [3.00, -0.47, -7.94], [-4.07, 0.29, 6.55], [5.64, 0.75, -4.18], [1.06, -3.65, -1.58], [2.54, -1.11, -7.18], [5.61, 0.39, -3.15], [1.70, -4.51, -1.75], [-4.58, -0.49, 7.11], [-3.40, 0.82, 7.22], [-0.16, 3.10, 2.67], [-5.86, 4.62, 4.93], [2.53, 0.51, -7.88], [-5.56, 0.74, 5.05], [0.55, -1.78, -2.55], [-4.26, 0.55, 3.50], [-3.48, -0.21, 5.78], [0.78, -1.68, 2.77], [2.25, -2.21, -2.66], [-5.10, 3.99, 3.47], [1.06, -3.07, -3.64], [-5.91, 1.44, 6.63], [5.17, 1.72, -4.26], [1.23, -3.37, 2.42], [6.67, 0.77, -4.54], [2.80, -0.90, -8.92], [2.33, -2.04, 1.97], [-0.71, 1.04, 1.39], [4.96, 0.22, -8.54], [0.03, -4.00, -1.51], [-6.42, 3.08, 4.19], [-2.69, -0.09, 1.91], [4.98, -1.34, -7.71]], "spin_multiplicity": 1, "total_charge": 1, "max_force_ev_per_a": 0.75, "e_tot_ev": -72222.189, "gap_ev": 7.765, "lumo_ev": -4.2}


Entry 2:
{"formula": "C14H28FNO4S", "method": "ωB97M-V/def2-TZVPD", "symbols": ["S", "F", "O", "O", "O", "O", "N", "C", "C", "C", "C", "C", "C", "C", "C", "C", "C", "C", "C", "C", "C", "H", "H", "H", "H", "H", "H", "H", "H", "H", "H", "H", "H", "H", "H", "H", "H", "H", "H", "H", "H", "H", "H", "H", "H", "H", "H", "H", "H"], "positions_angstrom": [[-1.94, -1.18, 0.41], [-2.40, -0.93, 1.88], [2.18, -7.67, -0.51], [-0.62, -0.65, 0.32], [-2.22, -2.54, 0.12], [1.82, -5.76, -1.61], [-3.04, -0.26, -0.36], [-0.05, 3.67, 0.78], [0.40, 2.85, -0.44], [-2.71, 3.43, 0.67], [2.64, 1.16, 1.64], [-0.34, -5.20, -0.83], [-2.55, 1.91, 0.80], [1.92, 2.88, -0.71], [0.27, -6.26, 0.08], [1.52, -6.69, -0.68], [3.28, 0.88, 0.26], [2.56, 1.50, -0.95], [0.91, -4.65, -1.53], [-1.43, 4.33, 0.67], [-2.73, 1.18, -0.53], [-3.33, 1.52, 1.46], [-0.14, 3.21, -1.33], [-0.99, -5.67, -1.57], [-1.86, 1.28, -1.19], [-3.23, -0.73, -1.24], [3.28, 1.59, -1.76], [0.58, -5.86, 1.04], [2.42, 3.39, 0.12], [-1.44, 4.95, -0.23], [0.67, 4.47, 0.95], [3.31, -0.20, 0.12], [1.80, 0.80, -1.31], [-3.60, 1.61, -1.03], [-0.90, -4.43, -0.32], [1.64, 1.58, 1.55], [3.26, 1.83, 2.24], [-3.33, 3.77, 1.50], [2.10, 3.49, -1.60], [4.32, 1.21, 0.27], [0.12, 1.81, -0.30], [2.55, 0.24, 2.21], [1.38, -3.86, -0.95], [-0.38, -7.12, 0.25], [-3.30, 3.64, -0.23], [-1.60, 1.65, 1.26], [0.72, -4.28, -2.54], [-1.52, 5.03, 1.50], [-0.01, 3.05, 1.68]], "spin_multiplicity": 1, "max_force_ev_per_a": 0.31, "smiles": "CCCCCCCCCCNS(=O)(=O)F.O=C1CCCO1", "e_tot_ev": -38204.921, "gap_ev": 10.296, "lumo_ev": 0.3}


Entry 3:
{"formula": "C14H28I2NO7PSSnTe", "method": "ωB97M-V/def2-TZVPD", "symbols": ["I", "I", "Te", "Sn", "S", "P", "O", "O", "O", "O", "O", "O", "O", "N", "C", "C", "C", "C", "C", "C", "C", "C", "C", "C", "C", "C", "C", "C", "H", "H", "H", "H", "H", "H", "H", "H", "H", "H", "H", "H", "H", "H", "H", "H", "H", "H", "H", "H", "H", "H", "H", "H", "H", "H", "H", "H"], "positions_angstrom": [[4.35, 0.51, -5.67], [3.56, -3.32, -5.47], [-1.55, 1.16, -2.45], [-0.53, -0.61, -0.04], [-1.90, -4.09, -2.09], [-2.82, 1.60, -0.44], [3.20, -0.84, -0.93], [-4.35, 1.36, -0.77], [2.38, -2.46, 1.48], [-2.24, 0.70, 0.65], [1.78, 1.23, 0.43], [0.63, -0.54, 2.72], [-2.81, 3.06, 0.23], [-1.91, -2.32, 0.09], [1.56, 0.56, 2.88], [-1.93, -3.06, -0.88], [1.43, 1.60, 1.82], [-3.65, 4.16, -0.08], [3.88, 0.06, 0.01], [-3.91, 4.92, 1.26], [1.34, -2.87, 2.31], [1.04, -1.78, 3.28], [3.38, -1.31, -4.85], [-4.66, -0.77, -1.86], [-5.05, 0.06, -0.65], [2.36, -2.91, 0.11], [3.50, -2.22, -0.62], [3.19, 1.39, -0.02], [-3.77, 4.27, 2.11], [3.79, 2.04, 0.60], [1.77, -1.59, 4.04], [4.41, -2.19, 0.01], [0.37, -3.13, 1.75], [-4.93, 5.31, 1.47], [-4.88, -0.27, 0.36], [0.13, -2.07, 3.79], [-4.64, 3.91, -0.50], [-4.90, -0.16, -2.75], [4.99, 0.35, -0.24], [3.84, -1.23, -3.90], [0.33, 1.93, 1.73], [-6.11, 0.38, -0.59], [2.65, 0.20, 2.84], [2.33, -1.06, -4.93], [-5.22, -1.74, -1.96], [1.45, -2.57, -0.36], [-3.24, 5.78, 1.32], [2.06, 2.50, 2.12], [-3.59, -0.93, -1.76], [2.48, -4.00, 0.08], [3.66, -2.69, -1.66], [3.03, 1.82, -1.04], [1.64, -3.72, 2.92], [3.90, -0.38, 1.04], [1.32, 1.07, 3.84], [-3.17, 4.89, -0.77]], "spin_multiplicity": 1, "max_force_ev_per_a": 2.73, "e_tot_ev": -80244.038, "gap_ev": 7.212, "lumo_ev": -0.4}


Entry 4:
{"formula": "C14H28IN4OSi", "method": "ωB97M-V/def2-TZVPD", "symbols": ["I", "Si", "O", "N", "N", "N", "N", "C", "C", "C", "C", "C", "C", "C", "C", "C", "C", "C", "C", "C", "C", "H", "H", "H", "H", "H", "H", "H", "H", "H", "H", "H", "H", "H", "H", "H", "H", "H", "H", "H", "H", "H", "H", "H", "H", "H", "H", "H", "H"], "positions_angstrom": [[-0.83, -4.15, -0.37], [-3.97, 0.00, 0.89], [-2.77, -1.11, 0.29], [1.61, -2.04, -0.24], [4.03, 1.85, 1.39], [2.01, -0.79, -0.57], [-0.25, -1.10, -1.29], [0.24, -2.29, -0.66], [3.54, -2.24, 1.48], [4.96, -2.33, 1.35], [-2.85, -1.29, -1.14], [2.58, -2.97, 0.43], [-3.33, 1.77, 0.46], [0.87, 1.29, -1.84], [2.36, 1.95, -1.82], [-4.11, -0.04, 2.83], [0.88, -0.19, -1.22], [2.49, 2.80, -0.47], [3.99, 2.73, 0.18], [-5.75, -0.34, 0.25], [-1.56, -0.78, -1.93], [-4.87, -0.88, 3.06], [-3.39, 1.97, -0.67], [5.65, -2.51, 2.26], [4.57, 1.00, 1.21], [-6.20, -1.32, 0.61], [-3.94, 2.53, 1.06], [-3.14, -0.34, 3.34], [5.46, -2.22, 0.33], [-5.75, -0.23, -0.89], [0.10, 1.98, -1.35], [3.27, -3.36, -0.41], [-2.23, 1.78, 0.80], [4.26, 3.80, 0.46], [3.08, 1.64, 1.74], [0.60, 1.16, -2.95], [1.71, 2.39, 0.28], [2.42, 2.63, -2.74], [4.69, 2.37, -0.66], [-1.59, -1.25, -2.98], [-3.75, -0.77, -1.63], [3.16, -1.64, 2.39], [-4.57, 0.94, 3.19], [-1.67, 0.36, -2.07], [3.18, 1.16, -1.92], [-6.41, 0.52, 0.65], [2.19, 3.89, -0.68], [-3.04, -2.42, -1.31], [2.07, -3.90, 0.87]], "spin_multiplicity": 1, "total_charge": 1, "max_force_ev_per_a": 5.28, "smiles": "C=CCn1nc(CCCCN)[n+](CCO[Si](C)(C)C)c1I", "e_tot_ev": -38948.201, "gap_ev": 7.486, "lumo_ev": -3.7}


What did the fourth record say?
{"formula": "C14H28IN4OSi", "method": "ωB97M-V/def2-TZVPD", "symbols": ["I", "Si", "O", "N", "N", "N", "N", "C", "C", "C", "C", "C", "C", "C", "C", "C", "C", "C", "C", "C", "C", "H", "H", "H", "H", "H", "H", "H", "H", "H", "H", "H", "H", "H", "H", "H", "H", "H", "H", "H", "H", "H", "H", "H", "H", "H", "H", "H", "H"], "positions_angstrom": [[-0.83, -4.15, -0.37], [-3.97, 0.00, 0.89], [-2.77, -1.11, 0.29], [1.61, -2.04, -0.24], [4.03, 1.85, 1.39], [2.01, -0.79, -0.57], [-0.25, -1.10, -1.29], [0.24, -2.29, -0.66], [3.54, -2.24, 1.48], [4.96, -2.33, 1.35], [-2.85, -1.29, -1.14], [2.58, -2.97, 0.43], [-3.33, 1.77, 0.46], [0.87, 1.29, -1.84], [2.36, 1.95, -1.82], [-4.11, -0.04, 2.83], [0.88, -0.19, -1.22], [2.49, 2.80, -0.47], [3.99, 2.73, 0.18], [-5.75, -0.34, 0.25], [-1.56, -0.78, -1.93], [-4.87, -0.88, 3.06], [-3.39, 1.97, -0.67], [5.65, -2.51, 2.26], [4.57, 1.00, 1.21], [-6.20, -1.32, 0.61], [-3.94, 2.53, 1.06], [-3.14, -0.34, 3.34], [5.46, -2.22, 0.33], [-5.75, -0.23, -0.89], [0.10, 1.98, -1.35], [3.27, -3.36, -0.41], [-2.23, 1.78, 0.80], [4.26, 3.80, 0.46], [3.08, 1.64, 1.74], [0.60, 1.16, -2.95], [1.71, 2.39, 0.28], [2.42, 2.63, -2.74], [4.69, 2.37, -0.66], [-1.59, -1.25, -2.98], [-3.75, -0.77, -1.63], [3.16, -1.64, 2.39], [-4.57, 0.94, 3.19], [-1.67, 0.36, -2.07], [3.18, 1.16, -1.92], [-6.41, 0.52, 0.65], [2.19, 3.89, -0.68], [-3.04, -2.42, -1.31], [2.07, -3.90, 0.87]], "spin_multiplicity": 1, "total_charge": 1, "max_force_ev_per_a": 5.28, "smiles": "C=CCn1nc(CCCCN)[n+](CCO[Si](C)(C)C)c1I", "e_tot_ev": -38948.201, "gap_ev": 7.486, "lumo_ev": -3.7}